Density functional theory data (ωB97M-V/def2-TZVPD) for a molecular structure, C31H50NdO3P2S.

Positions of all 88 atoms, in Å:
1 Nd -0.77398 1.44131 1.11282
2 C 0.96691 1.38354 2.93771
3 C 1.68504 1.58496 1.71115
4 C 0.30308 3.43134 2.03782
5 C 0.13618 2.53825 3.15274
6 C 1.27127 2.84426 1.15618
7 C 1.22572 0.27729 3.90878
8 H 2.29765 0.19134 4.16093
9 H 0.90495 -0.68462 3.47962
10 H 0.67950 0.42632 4.84921
11 C -0.53541 2.89746 4.42760
12 H 0.01576 2.46468 5.27298
13 H -1.56893 2.53129 4.42953
14 H -0.54649 3.98926 4.55362
15 C -0.48660 4.67270 1.78864
16 H -0.72686 5.16158 2.74127
17 H -1.44321 4.47715 1.26432
18 H 0.09516 5.38010 1.18257
19 C 1.67205 3.41228 -0.15761
20 H 1.98985 4.45756 -0.04023
21 H 0.83683 3.40040 -0.88107
22 H 2.50731 2.84221 -0.57864
23 C 2.77473 0.70229 1.20267
24 H 3.77288 0.96855 1.59120
25 H 2.84036 0.74802 0.10903
26 H 2.59656 -0.33548 1.50614
27 C 0.22238 -3.43056 -0.45067
28 C 1.35208 -3.37166 0.27180
29 C 2.72165 -2.96821 -0.20739
30 C 2.92960 -2.95694 -1.75946
31 C 2.76689 -1.65516 -2.45909
32 C 1.62233 -0.96322 -2.55861
33 C 0.42504 -1.20057 -1.67775
34 C -0.07468 -2.65900 -1.70989
35 H 3.48562 -3.64086 0.23403
36 H 2.29123 -3.73791 -2.20508
37 H 2.96657 -1.97211 0.19236
38 H 0.31865 -3.18819 -2.59226
39 H -0.64713 -4.00490 -0.10611
40 H 1.32775 -3.70058 1.32036
41 H -1.17229 -2.64408 -1.82723
42 H 0.65963 -0.90480 -0.63838
43 H 1.65270 0.00392 -3.08226
44 H -0.40606 -0.54125 -1.98746
45 H 3.97828 -3.25938 -1.92487
46 H 3.68163 -1.23332 -2.89277
47 P -0.35556 -0.66957 -4.52532
48 P -0.66300 2.60718 -4.46467
49 C -0.68705 0.23712 -6.12627
50 C -1.32675 1.60641 -5.92792
51 H -1.35951 -0.39907 -6.71731
52 H 0.26890 0.29224 -6.66811
53 H -1.20823 2.20381 -6.84405
54 H -2.40457 1.49057 -5.73179
55 C -1.20328 4.21768 -5.23412
56 H -0.76141 5.04155 -4.66010
57 H -2.29735 4.29918 -5.19229
58 H -0.88054 4.30223 -6.28475
59 C 1.07417 2.77000 -5.09538
60 H 1.10162 2.85836 -6.19107
61 H 1.67912 1.91367 -4.77837
62 H 1.49470 3.68353 -4.65556
63 C -1.98204 -1.50885 -4.39106
64 H -2.08483 -1.86791 -3.36255
65 H -2.01062 -2.35645 -5.08868
66 H -2.78750 -0.80133 -4.62318
67 C 0.57834 -2.06915 -5.26982
68 H 0.12066 -2.31731 -6.23444
69 H 0.59272 -2.96249 -4.63048
70 H 1.61028 -1.74122 -5.42756
71 C -2.19547 -2.98267 8.19395
72 C -2.15795 -2.43801 6.79173
73 C -2.42828 -3.26088 5.69462
74 C -2.42566 -2.75816 4.39046
75 C -2.17301 -1.38567 4.15803
76 C -1.90421 -0.56972 5.25526
77 C -1.82836 -1.10058 6.54184
78 S -2.24926 -0.76392 2.47790
79 O -0.87834 -0.85454 1.81665
80 O -3.26230 -1.48889 1.76742
81 O -2.49164 0.73770 2.58258
82 H -3.21032 -3.02091 8.61546
83 H -1.80767 -4.00692 8.20226
84 H -1.58559 -2.36792 8.85947
85 H -2.62280 -4.32906 5.87521
86 H -2.61948 -3.43819 3.55943
87 H -1.75004 0.49851 5.10784
88 H -1.51012 -0.47557 7.37656

Properties
- HOMO-LUMO gap (spin up / spin down): 6.804 / 6.882 eV
- LUMO energy (spin up / spin down): -3.27 / -3.19 eV
- Charge: +1
- Expectation value of S²: 3.7570
- 2S+1: 4

These are the Löwdin partial charges, in e, on atoms 1 to 6: atom 1 (Nd): 1.94, atom 2 (C): -0.31, atom 3 (C): -0.31, atom 4 (C): -0.36, atom 5 (C): -0.33, atom 6 (C): -0.35

Density functional theory data (ωB97M-V/def2-TZVPD) for 9 unconnected molecules or ions with the total composition H18O9.

Positions of all 27 atoms, in Å:
1 O -2.16704 -1.66966 -0.62252
2 H -2.30392 -2.60680 -0.76135
3 H -2.88190 -1.24931 -1.10054
4 O -2.03278 1.07788 -2.69361
5 H -2.88737 0.79301 -3.01728
6 H -2.19225 1.32893 -1.78379
7 O 2.06717 -1.57116 -1.12913
8 H 2.63891 -1.32853 -0.40079
9 H 1.83943 -0.73868 -1.54307
10 O -0.82807 1.82939 2.54764
11 H -0.69247 1.32149 1.74772
12 H -1.72788 2.14867 2.47955
13 O 2.08024 2.35132 0.09892
14 H 2.12898 1.78220 0.86700
15 H 1.90864 1.75578 -0.63054
16 O -1.10044 -2.90397 2.43143
17 H -1.55845 -2.56484 1.66237
18 H -0.37818 -3.41956 2.07264
19 O -0.63742 0.30465 0.25125
20 H -1.25028 -0.41398 0.09568
21 H 0.21021 -0.12411 0.36924
22 O 2.10005 0.44297 1.84976
23 H 1.98078 0.35820 2.79571
24 H 2.74863 -0.22542 1.62880
25 O 1.21112 0.95625 -2.13001
26 H 1.46889 1.35627 -2.96053
27 H 0.25540 1.00909 -2.12459

Properties
- HOMO-LUMO gap: 9.559 eV
- Energy above the lowest of the compared OMol25 structures with the same formula, charge and spin: 215.3 kJ/mol
- LUMO energy: -0.26 eV
- SMILES: O.O.O.O.O.O.O.O.O

These are the Löwdin partial charges, in e, on atoms 1 to 6: atom 1 (O): -0.02, atom 2 (H): 0.07, atom 3 (H): 0.06, atom 4 (O): -0.03, atom 5 (H): 0.04, atom 6 (H): 0.03

Density functional theory data (ωB97M-V/def2-TZVPD) for a molecular structure, C29H43N4O9PSeSi2TaTe.

Positions of all 91 atoms, in Å:
1 Ta -0.33296 0.31757 -0.25561
2 O 2.32866 -2.14557 2.02634
3 C 1.51639 -1.29575 1.74762
4 N 1.29218 -0.78144 0.48137
5 C 1.88854 -1.56374 -0.55942
6 C 3.22445 -1.91859 -0.62013
7 C 3.63065 -2.83164 -1.57975
8 C 2.69791 -3.40513 -2.43487
9 C 1.35978 -3.04499 -2.37834
10 C 0.95867 -2.08504 -1.45469
11 N -0.34117 -1.56251 -1.23138
12 C -1.45570 -2.32845 -1.47699
13 O -1.54336 -3.26157 -2.23903
14 C -2.58951 -1.92140 -0.59340
15 C -3.85295 -2.43550 -0.79472
16 C -4.86414 -2.05445 0.07037
17 C -4.56732 -1.16878 1.09328
18 C -3.27414 -0.69615 1.21603
19 N -2.29004 -1.07646 0.40017
20 C 0.64802 -0.70684 2.80404
21 C 0.90886 -0.97259 4.13484
22 C 0.12289 -0.35714 5.09150
23 C -0.89344 0.48913 4.67417
24 C -1.09164 0.68240 3.31964
25 N -0.33791 0.08205 2.38978
26 H 3.93009 -1.52384 0.09650
27 H 4.67076 -3.12528 -1.63066
28 H 3.01273 -4.14529 -3.15915
29 H 0.63396 -3.51824 -3.02229
30 H -4.01303 -3.10741 -1.62652
31 H -5.86776 -2.44025 -0.05174
32 H -5.32505 -0.83766 1.78920
33 H -3.01222 0.00315 1.99264
34 H 1.71719 -1.64585 4.38490
35 H 0.30868 -0.52266 6.14468
36 H -1.52928 0.99902 5.38502
37 H -1.85952 1.34929 2.95952
38 C -0.78692 1.42084 -6.23964
39 Si -0.36477 -0.34059 -5.77308
40 C 0.35674 -1.14198 -7.28657
41 C -1.92272 -1.18508 -5.18828
42 C 0.82456 -0.50167 -4.28541
43 Te -0.00870 0.91952 -2.92083
44 C 1.46798 2.34759 -3.47674
45 Si 0.91147 4.15750 -3.66680
46 C -0.88080 4.31335 -4.15205
47 C 1.99248 4.79920 -5.04177
48 C 1.26418 5.15235 -2.13143
49 H -1.22554 1.42045 -7.24018
50 H 0.08438 2.08442 -6.25722
51 H -1.52043 1.84823 -5.55035
52 H -0.36050 -1.08657 -8.11084
53 H 0.60184 -2.19579 -7.12672
54 H 1.26805 -0.62658 -7.60331
55 H -2.73935 -1.05665 -5.90284
56 H -2.25394 -0.75832 -4.23625
57 H -1.76702 -2.25622 -5.03349
58 H 1.87942 -0.28687 -4.45344
59 H 0.71542 -1.51464 -3.91690
60 H 1.81084 1.97505 -4.44191
61 H 2.28730 2.26247 -2.76409
62 H -1.01222 4.23065 -5.23299
63 H -1.25711 5.29057 -3.83948
64 H -1.51168 3.56031 -3.67401
65 H 1.76010 4.32946 -6.00173
66 H 3.05144 4.62702 -4.82778
67 H 1.85069 5.87840 -5.15762
68 H 0.55029 5.97763 -2.06310
69 H 1.14898 4.55918 -1.22148
70 H 2.26870 5.58171 -2.16046
71 O -3.17744 3.36502 -0.70066
72 Se -1.99400 2.31047 -0.57989
73 O -1.55018 1.75404 0.92381
74 O -0.50369 2.73574 -1.16249
75 O -2.22335 0.80746 -1.26536
76 C 3.35064 0.93541 2.24063
77 O 2.18108 1.76562 2.10404
78 P 1.32229 2.01426 0.79340
79 O 2.38698 2.00845 -0.38744
80 C 3.53653 2.88843 -0.40356
81 O 1.03171 3.55681 0.96085
82 C 0.32136 4.12438 2.08322
83 H 4.14207 1.56446 2.64176
84 H 3.65395 0.51938 1.28146
85 H 3.14828 0.13024 2.93912
86 H 3.21531 3.92523 -0.43085
87 H 4.09386 2.64264 -1.30269
88 H 4.16302 2.71632 0.46910
89 H -0.72708 3.83962 2.05006
90 H 0.41324 5.19977 1.98227
91 H 0.77492 3.80028 3.01821

Properties
- HOMO-LUMO gap: 7.139 eV
- Energy above the lowest of the compared OMol25 structures with the same formula, charge and spin: 0.0 kJ/mol
- LUMO energy: -3.78 eV
- Charge: +1

These are the Löwdin partial charges, in e, on atoms 1 to 6: atom 1 (Ta): 1.63, atom 2 (O): 0.11, atom 3 (C): -0.47, atom 4 (N): -0.10, atom 5 (C): -0.23, atom 6 (C): -0.01

Density functional theory data (ωB97M-V/def2-TZVPD) for a molecular structure, C24H21Br36N3O3.

Positions of all 87 atoms, in Å:
1 C 0.82407 2.72306 -0.76583
2 C -0.10172 1.95510 -1.70771
3 N -1.21340 1.51536 -1.29357
4 C 0.31797 1.75968 -3.16965
5 C 1.52468 0.83606 -3.24815
6 C 2.75586 1.34352 -2.89003
7 C 3.88373 0.56979 -2.91414
8 C 3.76738 -0.72907 -3.30828
9 C 2.53295 -1.25223 -3.65969
10 C 1.40151 -0.48239 -3.65666
11 N 0.16425 -1.08223 -4.07972
12 C -0.72076 -1.11358 -3.21869
13 O -1.71014 -0.88165 -2.66046
14 C 2.75184 -2.72125 -4.00240
15 O 2.07382 -3.51488 -4.58569
16 N 4.03137 -3.04145 -3.40887
17 C 4.80987 -1.83685 -3.46667
18 O 5.98711 -1.70294 -3.64320
19 H 1.67083 2.11117 -0.43492
20 H 0.29228 3.07055 0.12071
21 H 1.25638 3.54954 -1.34358
22 H -1.33093 1.75409 -0.30938
23 H -0.54323 1.39568 -3.72636
24 H 0.62193 2.75474 -3.51010
25 H 2.80305 2.38307 -2.59447
26 H 4.86301 0.94803 -2.64379
27 H 3.90034 -3.14228 -2.39367
28 C -4.46670 0.48176 1.59869
29 Br -2.68724 0.49455 2.34199
30 Br -4.62904 1.73944 0.14459
31 Br -4.99625 -1.29941 1.08872
32 H -5.14016 0.80639 2.37952
33 C -9.41393 -0.85751 -0.03035
34 Br -9.79992 -1.22661 1.82422
35 Br -8.02439 0.45865 -0.22029
36 Br -9.01333 -2.46844 -1.01056
37 H -10.31147 -0.43756 -0.46427
38 C 5.41587 -4.30367 0.37216
39 Br 3.91722 -3.17604 -0.09429
40 Br 7.04333 -3.68291 -0.44386
41 Br 5.58582 -4.49115 2.27813
42 H 5.20953 -5.28613 -0.02960
43 C -0.62337 -3.67364 0.54316
44 Br -0.85376 -2.84481 -1.18524
45 Br 0.80075 -4.97887 0.54780
46 Br -0.37562 -2.36803 1.93651
47 H -1.53881 -4.20768 0.75767
48 C -9.47945 1.54039 -4.09606
49 Br -10.65205 2.74608 -3.15561
50 Br -7.62600 1.88447 -3.69953
51 Br -9.95850 -0.30413 -3.78075
52 H -9.61279 1.72459 -5.15252
53 C 1.17775 4.72188 3.28310
54 Br 0.69146 6.54418 2.89089
55 Br -0.11157 3.47968 2.56195
56 Br 2.96846 4.31114 2.70302
57 H 1.15988 4.61149 4.35868
58 C 2.63231 -7.40746 -4.88757
59 Br 2.29226 -7.48391 -2.98894
60 Br 4.02338 -6.15043 -5.30662
61 Br 2.99526 -9.15625 -5.61717
62 H 1.72682 -7.04893 -5.35643
63 C 3.22488 -1.43280 3.50264
64 Br 1.79410 -0.44792 4.34434
65 Br 3.94289 -0.47671 1.99038
66 Br 4.59457 -1.90665 4.77362
67 H 2.80169 -2.35718 3.12686
68 C 3.71269 4.56491 7.20489
69 Br 3.22440 6.39005 6.82329
70 Br 2.41793 3.30944 6.51613
71 Br 5.48778 4.16818 6.57792
72 H 3.71728 4.45319 8.27996
73 C -0.46657 9.94729 5.33178
74 Br -0.59868 10.42758 3.46923
75 Br 1.02496 8.77069 5.65172
76 Br -0.41271 11.50109 6.47024
77 H -1.36327 9.39879 5.58319
78 C -9.15433 -5.67959 -3.95016
79 Br -10.30041 -6.81285 -5.00609
80 Br -9.67497 -3.82740 -4.06714
81 Br -9.05320 -6.27097 -2.11825
82 H -8.15946 -5.75653 -4.36529
83 C 7.54005 0.43395 5.65823
84 Br 8.10165 -1.20010 4.81580
85 Br 8.11460 0.53462 7.49494
86 Br 8.08677 1.98175 4.65213
87 H 6.45752 0.42745 5.66347

Properties
- HOMO-LUMO gap: 9.125 eV
- LUMO energy: -0.47 eV

These are the Löwdin partial charges, in e, on atoms 1 to 6: atom 1 (C): -0.05, atom 2 (C): -0.38, atom 3 (N): 0.16, atom 4 (C): -0.06, atom 5 (C): -0.14, atom 6 (C): -0.02